Formula: C51H120N7O6
Source: the Open Molecules 2025 dataset
Level of theory: ωB97M-V with the def2-TZVPD basis set

For the HOMO energy, the calculation gives -15.226 eV. The net charge is +5. Its gap between HOMO and LUMO is 8.2 eV.

Each line ends with the Mulliken charge.
Element x y z (Å)
N (11.30635, -23.26344, -8.07267)  0.8417
O (12.37478, -23.43876, -8.62340)  -0.6145
O (10.27033, -24.04744, -8.27384)  -0.6156
O (11.11344, -22.28384, -7.34135)  -0.6096
C (16.19223, -26.48080, -9.79789)  -1.5513
C (15.43175, -26.90297, -11.00068)  0.1239
C (14.27692, -27.66293, -10.49579)  -0.9156
N (13.38866, -28.14952, -11.56972)  0.1661
C (12.54970, -29.29925, -11.00134)  -0.6400
C (11.30038, -29.69999, -11.79474)  -0.6557
C (10.49430, -28.45380, -12.28195)  -0.5324
C (11.41586, -27.41652, -12.89594)  -0.9278
C (12.51872, -26.96282, -12.03389)  -0.5566
C (14.12228, -28.62105, -12.81834)  -1.0426
H (15.51700, -26.09376, -9.05843)  0.3853
H (16.97790, -25.74574, -9.99085)  0.3798
H (16.63850, -27.36677, -9.32219)  0.3797
H (16.07761, -27.50456, -11.57592)  0.3259
H (15.05039, -26.00550, -11.58531)  0.2506
H (13.62681, -27.08159, -9.83642)  0.4498
H (14.57587, -28.56763, -10.01899)  0.4511
H (12.28004, -28.95123, -10.00268)  0.4745
H (13.25732, -30.14459, -10.92979)  0.3775
H (10.59217, -30.27519, -11.16440)  0.3554
H (11.61557, -30.34199, -12.67660)  0.3435
H (9.89605, -27.97963, -11.49974)  0.1648
H (9.82646, -28.70398, -13.10824)  0.3673
H (10.88871, -26.46748, -13.15469)  0.4378
H (11.79644, -27.62231, -13.88791)  0.4409
H (12.11998, -26.55633, -11.07368)  0.4414
H (13.17070, -26.31440, -12.61938)  0.3511
H (14.78598, -27.84346, -13.20580)  0.3696
H (13.40918, -28.91292, -13.59585)  0.4198
H (14.80409, -29.46372, -12.60096)  0.3667
C (16.12028, -23.61034, -0.87032)  -1.5846
C (17.62127, -23.51430, -1.14168)  -0.0741
C (18.39890, -24.68881, -0.67659)  -0.7469
N (19.85716, -24.68347, -1.11506)  0.0676
C (20.60372, -23.37949, -0.83694)  -0.8640
C (20.56973, -23.01519, 0.63261)  -0.3954
C (21.31492, -23.98398, 1.38874)  -0.6640
C (20.74756, -25.40874, 1.19574)  -0.6848
C (20.68411, -25.71583, -0.34371)  -0.5824
C (19.95840, -24.87817, -2.56227)  -0.9844
H (15.74084, -22.60646, -0.96365)  0.3754
H (15.91500, -24.01470, 0.09540)  0.4113
H (15.59268, -24.32269, -1.46179)  0.4013
H (17.98075, -22.60339, -0.71851)  0.3375
H (17.61631, -23.46761, -2.20502)  0.2299
H (17.93734, -25.61029, -1.02166)  0.3462
H (18.45260, -24.70735, 0.40708)  0.3721
H (20.04557, -22.63210, -1.38746)  0.4640
H (21.57982, -23.54389, -1.26942)  0.5784
H (19.51556, -22.96843, 0.91707)  0.2163
H (20.97900, -22.03100, 0.81857)  0.3837
H (21.25873, -23.86098, 2.43624)  0.3708
H (22.36019, -23.94404, 1.03267)  0.2824
H (19.87868, -25.44867, 1.79861)  0.3484
H (21.45536, -26.13698, 1.65206)  0.3906
H (20.31297, -26.72033, -0.47018)  0.3798
H (21.69350, -25.64777, -0.71443)  0.4431
H (21.03302, -25.02431, -2.84796)  0.4159
H (19.57155, -24.00142, -3.04538)  0.4414
H (19.34469, -25.77139, -2.83581)  0.3245
C (10.19203, -26.95115, -4.68410)  -1.5036
C (9.19197, -27.34385, -5.80123)  -0.3211
C (8.15392, -26.19685, -5.88301)  -0.4816
N (6.99526, -26.45011, -6.74637)  0.1951
C (6.12179, -27.59827, -6.34686)  -0.7219
C (4.81946, -27.67285, -7.10365)  -0.4342
C (4.03867, -26.37363, -7.05190)  -0.7687
C (4.92785, -25.21393, -7.44881)  -0.6775
C (6.20993, -25.16596, -6.65179)  -0.8197
C (7.35446, -26.60275, -8.15324)  -1.1776
H (9.71565, -26.97743, -3.74664)  0.4138
H (10.63179, -25.96623, -4.81478)  0.3345
H (10.98128, -27.65396, -4.66366)  0.4644
H (8.78206, -28.32026, -5.66802)  0.3797
H (9.78390, -27.49828, -6.69045)  0.3089
H (8.57331, -25.28769, -6.43500)  0.3174
H (7.86181, -26.03079, -4.83125)  0.2788
H (5.95368, -27.43627, -5.27693)  0.3784
H (6.75116, -28.44633, -6.43677)  0.5271
H (4.31100, -28.55890, -6.66196)  0.3657
H (5.02553, -27.75327, -8.20007)  0.2252
H (3.53529, -26.12602, -6.12011)  0.3385
H (3.22878, -26.44283, -7.77998)  0.3888
H (4.45479, -24.20090, -7.40279)  0.4130
H (5.29495, -25.19299, -8.48762)  0.2896
H (6.00308, -25.02064, -5.58710)  0.4215
H (6.85077, -24.33640, -6.86514)  0.6816
H (7.92652, -27.51578, -8.29514)  0.4063
H (7.95821, -25.73183, -8.44485)  0.2782
H (6.51494, -26.70160, -8.84525)  0.4916
C (2.24215, -19.79035, -19.39010)  -1.1720
C (2.42145, -21.21076, -18.88759)  -0.3952
N (3.94487, -21.57332, -18.53671)  -0.1044
C (3.93672, -22.99855, -17.98525)  -0.8000
C (4.90507, -21.43676, -19.74170)  -0.3926
C (4.28064, -22.12267, -20.92651)  -1.4702
C (4.30521, -20.59977, -17.44947)  -0.4068
C (5.77819, -20.65131, -17.10543)  -0.9555
O (6.12427, -21.79731, -16.29941)  -0.3126
C (7.45852, -22.07562, -16.18082)  -0.6773
H (2.78932, -19.61747, -20.29236)  0.2980
H (2.67667, -19.04537, -18.72006)  0.3191
H (1.26345, -19.39647, -19.46439)  0.4721
H (2.30700, -22.00204, -19.60077)  0.5657
H (1.89309, -21.37310, -17.95579)  0.4201
H (4.95664, -23.39172, -17.91736)  0.2983
H (3.38540, -23.67950, -18.62534)  0.4408
H (3.49837, -22.81412, -16.97516)  0.3822
H (5.82648, -21.89619, -19.41103)  0.4572
H (5.14738, -20.39056, -19.92166)  0.4324
H (4.93918, -22.25856, -21.74981)  0.4367
H (3.45858, -21.59418, -21.28857)  0.3662
H (4.01984, -23.11514, -20.63673)  0.3949
H (3.66980, -20.80906, -16.58504)  0.4577
H (4.14702, -19.56820, -17.76654)  0.1964
H (6.07043, -19.79889, -16.45063)  0.4849
H (6.48638, -20.56499, -17.93213)  0.4404
H (7.99982, -22.11527, -17.17960)  0.2896
H (7.67085, -23.03190, -15.74009)  0.2671
H (7.87678, -21.14516, -15.63752)  0.2670
C (16.10361, -16.82386, -14.10249)  -1.2682
C (16.80785, -17.62378, -13.02099)  -0.3168
N (17.11189, -16.77520, -11.75577)  0.3631
C (17.96926, -17.63578, -10.92047)  -1.1381
C (17.92128, -15.47728, -12.14890)  -0.5801
C (18.54044, -14.75229, -10.95083)  -1.1737
C (15.82550, -16.27092, -11.16606)  -0.4653
C (15.13925, -17.16335, -10.09082)  -0.9060
O (14.84165, -18.45678, -10.55531)  -0.2919
C (14.47168, -19.28997, -9.48382)  -0.6921
H (16.02521, -17.50374, -14.95399)  0.4223
H (16.70140, -15.99010, -14.52248)  0.3417
H (15.11956, -16.47503, -13.86507)  0.3806
H (17.70774, -18.19577, -13.22512)  0.4653
H (16.11496, -18.35001, -12.63536)  0.3369
H (18.87916, -17.88702, -11.46922)  0.4129
H (17.37255, -18.55610, -10.64808)  0.3758
H (18.32242, -17.27598, -9.94407)  0.3849
H (17.20791, -14.89231, -12.72742)  0.4088
H (18.76858, -15.81828, -12.81657)  0.3983
H (17.80279, -14.35526, -10.29182)  0.3972
H (19.11668, -13.93681, -11.39800)  0.4043
H (19.23051, -15.42492, -10.41826)  0.3357
H (15.10572, -16.03130, -11.93090)  0.3228
H (16.10474, -15.38357, -10.63870)  0.2994
H (14.19508, -16.69482, -9.76821)  0.5438
H (15.66380, -17.22689, -9.11040)  0.4148
H (13.65755, -18.74701, -8.90288)  0.1674
H (15.21270, -19.40831, -8.68065)  0.3267
H (14.10070, -20.22678, -9.87449)  0.3312
C (6.23209, -18.36250, -6.66680)  -1.1467
C (7.65704, -18.86124, -6.65755)  -0.2371
N (8.64570, -18.04780, -5.82171)  0.1646
C (8.94327, -16.76130, -6.55894)  -0.9970
C (8.17225, -17.76428, -4.40720)  -0.6795
C (9.26903, -17.03003, -3.57810)  -1.3377
C (9.98855, -18.86836, -5.86780)  -0.7647
C (10.00264, -20.21196, -5.14866)  -0.5175
O (9.89516, -19.93005, -3.76638)  -0.2182
C (9.91537, -21.09534, -2.92168)  -0.7754
H (5.59795, -19.15993, -7.14216)  0.3848
H (6.06443, -17.38654, -7.14995)  0.3115
H (5.99785, -18.24714, -5.59743)  0.2980
H (8.07081, -18.88934, -7.67077)  0.3350
H (7.63636, -19.86918, -6.24292)  0.2228
H (9.30665, -17.04390, -7.58447)  0.3843
H (9.76151, -16.21890, -6.12069)  0.4499
H (8.06538, -16.11414, -6.67933)  0.3609
H (7.90449, -18.74040, -4.06642)  0.5402
H (7.24651, -17.13190, -4.47557)  0.5089
H (8.77170, -16.78467, -2.60742)  0.4136
H (9.47061, -16.08602, -3.98588)  0.4634
H (10.14740, -17.68299, -3.41775)  0.2434
H (10.73737, -18.18688, -5.43126)  0.4465
H (10.16039, -18.94494, -6.93120)  0.5062
H (11.04110, -20.65066, -5.33838)  0.3940
H (9.24339, -20.95108, -5.39095)  0.4208
H (10.95436, -21.46726, -2.97179)  0.2900
H (9.19131, -21.85608, -3.23729)  0.2722
H (9.66277, -20.73167, -1.89831)  0.2665

Atomic forces in eV per Å
-3.066 -0.436 -0.056
0.712 -0.695 -0.491
1.865 0.473 0.105
0.191 0.513 0.542
1.065 0.079 1.054
-0.666 2.200 -0.303
-0.815 -0.679 -0.388
-0.991 -0.194 -2.276
0.046 -0.005 0.056
-0.383 0.275 -1.053
0.648 -0.154 -0.919
-0.968 1.604 -0.894
0.308 -0.762 1.501
0.693 -0.505 0.226
-0.259 0.588 0.441
-0.133 -0.191 -0.022
0.139 0.253 -0.182
0.576 -0.605 -1.072
0.723 -1.006 0.520
0.311 -0.049 0.110
0.571 -0.530 0.838
-0.011 -0.135 0.022
-0.384 0.381 0.183
0.863 -0.031 -0.233
-0.558 0.729 1.006
0.148 -0.222 0.164
-0.263 -0.461 0.408
-0.179 -0.581 0.496
0.076 -0.889 -0.223
0.437 0.255 -0.865
0.002 0.281 0.649
-0.513 0.117 0.128
0.156 0.032 0.440
-0.615 0.212 0.202
0.631 -0.082 0.833
-1.170 -0.313 -0.454
0.804 -0.262 0.694
0.892 -0.103 0.913
-1.493 0.556 0.071
-1.181 1.145 -1.085
1.392 -2.758 0.395
2.256 0.427 -1.265
-0.948 -0.060 1.799
0.424 -1.654 -0.704
-0.609 0.081 -0.022
-0.061 0.280 1.221
-0.200 -0.236 -1.198
0.346 0.665 0.198
0.716 0.396 -1.047
0.260 -0.239 -0.062
-0.277 -0.151 0.054
0.268 0.215 -0.371
0.336 0.239 0.068
0.016 0.124 0.231
0.022 0.410 -0.389
0.369 0.767 1.174
-0.187 -0.127 0.504
-1.383 -0.487 -0.004
-0.460 0.342 -0.481
-0.378 -0.213 -0.571
0.272 -0.019 -0.324
-1.057 0.057 0.237
-0.145 0.294 -0.334
0.667 0.670 0.056
-0.604 -0.027 -1.221
0.900 1.469 0.012
2.179 -0.381 -0.809
-2.046 0.884 -0.484
0.106 0.956 1.185
0.229 -0.158 -0.453
-0.819 0.465 -0.426
0.795 1.664 -0.799
-1.251 -0.069 1.492
1.369 -0.107 -1.380
-0.620 -0.001 1.342
-0.121 0.144 -0.298
0.911 -0.763 0.084
-0.678 -0.562 0.781
0.021 0.553 -0.704
0.202 -1.012 1.523
-0.398 0.401 -0.729
-0.193 -0.147 -0.044
0.285 -1.068 -0.231
-0.022 0.628 -0.788
-0.228 -0.941 0.935
0.233 -0.285 0.394
-0.053 -0.039 0.042
0.058 -0.918 0.438
-0.728 -0.527 -0.026
-0.178 -0.324 0.055
0.514 0.304 -0.773
0.273 0.011 0.219
-0.024 -0.293 -0.004
0.053 0.260 0.621
1.663 0.213 0.659
1.671 -0.005 0.105
-0.724 1.171 -0.066
0.149 1.154 0.715
-0.655 -0.112 0.398
1.167 -0.395 0.711
1.539 -0.266 0.101
1.612 0.005 2.288
-2.656 -0.759 -1.110
2.348 2.743 -0.965
-0.009 -0.047 -0.926
0.025 -0.269 0.301
-1.360 -0.452 -0.385
-1.279 -0.039 -0.393
-0.151 -0.324 0.001
-0.212 0.435 0.211
-0.439 0.276 0.082
0.277 -1.052 -0.820
0.111 -0.315 -0.068
-0.394 0.133 0.121
0.896 0.177 -0.560
-1.456 0.739 -0.595
-0.520 -0.799 0.055
0.192 0.046 -0.072
-0.231 -0.366 -0.227
-0.635 0.049 -0.485
-0.366 -0.154 -0.362
-0.623 0.158 0.735
-0.326 -0.155 0.743
0.276 -1.762 -0.345
1.793 -0.227 -1.346
-0.866 0.825 1.144
0.796 0.995 -1.134
-0.461 -1.776 1.582
0.779 -1.294 -0.301
0.385 -0.779 -1.124
-0.241 -1.263 1.952
-0.020 0.085 0.387
0.889 -0.007 -0.329
-1.590 1.128 1.393
-0.270 -0.028 0.032
-0.290 -0.372 0.449
-0.444 0.039 0.285
0.202 0.554 -0.668
-0.394 -0.445 0.174
-0.311 -0.055 -0.158
0.737 0.806 -0.675
-0.556 0.695 -0.467
0.240 0.164 0.136
-1.126 0.214 0.535
-0.376 0.401 0.598
-0.044 -0.006 0.325
-0.212 0.502 -0.146
0.163 -0.003 -0.392
-0.159 0.691 0.222
0.067 0.359 -0.466
0.499 0.078 -0.755
0.305 -0.826 -0.726
0.538 -0.225 -0.641
0.061 -0.150 0.061
-0.294 -0.019 0.533
0.053 0.122 -0.225
0.707 0.058 -0.974
0.066 -0.641 -1.565
0.162 1.294 -0.457
-1.716 -1.925 1.129
-0.834 0.788 0.435
1.695 0.068 0.787
-0.510 -0.240 0.421
0.610 0.964 0.114
0.478 0.955 0.549
0.144 -0.500 0.002
-0.761 -0.170 -0.539
0.108 -0.131 0.253
0.284 0.098 -0.020
-0.510 0.205 0.888
0.093 0.103 0.549
0.147 -0.389 0.350
-0.094 -0.390 0.814
0.971 -0.520 -0.046
0.595 -0.444 -0.524
0.622 1.224 -0.741
-0.547 0.679 0.019
-0.244 -0.500 -0.143
0.259 -0.373 -0.193
-1.361 0.265 -0.211
-0.008 0.011 -0.690
-0.522 -0.336 0.332
0.127 0.107 -0.052
0.288 -0.415 -0.797